179
Properties=species:S:1:pos:R:3:forces:R:3:lowdin_charge:R:1 method="wB97M-V/def2-TZVPD" e_tot_ha=-3473.49209 charge=0 max_force_ev_per_a=13.2 homo_lumo_gap_ev=7.93 homo_ha=-0.2877 lumo_ev=0.1
C 3.64757 1.28124 1.82537 1.2 3.1 -0.2 -0.1591
C 2.20083 1.38166 1.18292 3.1 0.0 -1.9 -0.0744
C 2.43093 2.46762 0.12575 2.4 -0.5 4.4 -0.1874
O 3.44342 3.28337 0.69064 1.3 2.0 0.6 -0.0884
C 4.05733 2.74832 1.87573 -1.2 -0.8 0.1 -0.1325
H 4.35444 0.70877 1.22477 0.2 1.3 0.0 0.1263
H 3.75590 0.83540 2.81410 -0.2 1.4 -0.3 0.0945
H 1.47244 1.69745 1.92978 3.1 -1.3 -3.6 0.0088
H 1.86349 0.45421 0.72016 0.7 1.0 0.3 0.1151
H 1.54517 3.04739 -0.13386 0.9 0.3 0.5 0.1354
H 2.87323 1.98465 -0.74558 0.3 1.4 5.3 0.0340
H 3.67739 3.13698 2.82054 -0.8 0.7 -0.1 0.0936
H 5.10756 2.99498 2.03154 0.3 -0.3 -1.2 0.1241
C 1.08717 5.16387 1.56908 1.0 0.2 -1.6 -0.1169
C -0.01038 4.45726 0.80568 -0.5 -0.8 -0.3 -0.0918
C -0.12403 3.09035 1.48478 -0.4 4.6 4.9 -0.2801
O 0.07450 3.44535 2.86091 -0.8 4.3 -2.3 -0.2277
C 1.07056 4.48450 2.88952 -1.0 0.1 1.8 -0.1440
H 0.93962 6.24381 1.57708 -0.1 -0.1 0.3 0.1206
H 2.06774 4.97361 1.13275 -0.1 0.2 -0.2 0.1027
H 0.07422 4.19040 -0.24776 0.5 1.1 -0.4 0.1219
H -0.92085 5.03801 0.95357 0.5 -0.3 -0.3 0.0956
H 0.55621 2.31247 1.13796 0.7 3.0 2.2 0.0639
H -1.11436 2.63723 1.43963 0.8 1.7 2.3 0.1171
H 2.05476 4.08435 3.13310 -0.1 -0.1 0.2 0.1096
H 0.70584 5.10948 3.70467 0.5 0.4 0.1 0.1360
C 0.76132 -2.86567 -0.87383 1.4 0.7 -1.7 -0.1335
C 1.55061 -3.57338 -1.94743 -1.3 -1.9 -0.7 -0.1245
C 2.49524 -4.42740 -1.14029 -0.4 1.0 -0.2 -0.1498
O 1.79957 -4.66833 0.08705 1.0 -1.5 -0.5 -0.0750
C 0.63582 -3.88915 0.19185 1.2 -1.8 -1.9 -0.2114
H -0.16518 -2.42365 -1.24030 1.5 -0.4 -0.2 0.1044
H 1.41230 -2.09462 -0.46172 -1.0 -0.5 -0.7 0.0932
H 2.09928 -3.01698 -2.70734 -2.2 -0.7 0.3 0.0677
H 0.89686 -4.28261 -2.45508 -0.4 0.1 -0.3 0.1347
H 3.35288 -3.78577 -0.93817 0.4 -0.8 0.0 0.0830
H 2.81395 -5.27784 -1.74301 -0.1 -0.5 0.7 0.1408
H 0.50311 -3.41098 1.16233 1.0 -1.2 -2.0 0.0818
H -0.21462 -4.56033 0.07194 1.6 -0.1 -1.8 0.1249
C -0.01805 -0.52094 0.46629 -1.1 3.1 -0.3 -0.1122
C 0.05357 -0.23316 -0.98219 -0.8 0.7 1.2 -0.1200
C 0.18381 1.29663 -0.96529 -4.0 -4.2 2.2 -0.1791
O -0.35522 1.79499 0.22107 0.9 -9.1 -5.9 -0.2712
C -0.80099 0.68664 1.01735 1.6 -2.6 -1.2 -0.0943
H 0.97438 -0.62515 0.90481 -2.9 2.0 -0.8 0.0496
H -0.55107 -1.41033 0.80240 0.9 3.6 -2.8 0.0001
H -0.88742 -0.55548 -1.42799 1.0 0.5 -0.1 0.0982
H 0.89371 -0.72494 -1.47252 -1.1 0.4 1.1 0.0846
H -0.38840 1.67461 -1.81250 0.1 0.3 3.4 0.0640
H 1.24408 1.53011 -1.06243 -4.9 -1.5 3.0 -0.0461
H -1.87328 0.52385 0.90871 4.4 1.0 -0.3 0.0294
H -0.59664 0.70421 2.08788 -0.1 1.2 -0.3 0.1456
C 2.16925 -3.06722 2.35732 0.6 0.5 -0.5 -0.1047
C 1.94857 -1.59741 1.94509 2.7 -2.0 0.9 -0.1337
C 3.38078 -1.03878 1.99017 -2.3 -1.7 0.5 -0.2187
O 4.22688 -2.13374 1.78116 1.1 -0.4 1.0 -0.1234
C 3.50920 -3.36289 1.70408 0.4 0.1 1.6 -0.1438
H 1.35526 -3.68490 1.97784 1.7 -0.2 1.6 0.0812
H 2.18560 -3.12577 3.44561 0.9 -0.1 -0.1 0.1235
H 1.24845 -1.07740 2.59895 3.3 -1.2 -1.3 0.0489
H 1.61425 -1.49538 0.91267 1.6 -2.2 1.4 0.0623
H 3.55677 -0.46596 2.90066 0.2 -2.1 0.4 0.1130
H 3.44798 -0.33065 1.16424 0.0 -2.2 1.4 0.0340
H 4.05762 -4.05297 2.34527 0.2 -0.4 -0.4 0.1329
H 3.44363 -3.70524 0.67131 0.3 0.1 1.0 0.0775
C 0.06451 -1.39931 -5.34969 0.0 0.4 -1.1 -0.0800
C 0.98677 -0.87492 -4.28172 -0.7 -0.4 -0.5 -0.1273
C 0.14312 0.15162 -3.54005 1.3 -0.6 -3.5 -0.2221
O -1.15689 -0.35389 -3.58654 6.1 3.2 -4.2 -0.3348
C -1.31380 -1.12821 -4.75916 0.4 -1.2 -1.7 -0.1377
H 0.18391 -2.46462 -5.54708 0.1 0.0 0.2 0.1258
H 0.19725 -0.91442 -6.31684 0.0 0.3 0.0 0.1162
H 1.95989 -0.43160 -4.49295 -0.9 -0.6 -1.2 0.1071
H 1.14863 -1.71487 -3.60615 -0.1 0.0 -0.5 0.1026
H 0.10185 1.08949 -4.09395 -0.2 -1.2 -0.9 0.1147
H 0.57072 0.41393 -2.57234 -0.8 -1.2 -1.4 0.0855
H -2.03678 -0.70341 -5.45556 0.2 0.3 0.1 0.1411
H -1.70327 -2.09340 -4.43538 0.1 0.2 -0.7 0.1066
C 3.11090 2.64865 -3.60615 1.4 -0.5 -1.8 -0.0935
C 1.67989 2.53551 -4.16205 0.5 1.3 1.0 -0.0561
C 0.92318 2.48483 -2.81178 -0.6 3.3 -3.4 -0.1797
O 1.83901 2.13106 -1.83983 3.1 6.5 -10.8 -0.3381
C 3.06753 2.74622 -2.12716 0.4 4.2 -2.5 -0.2213
H 3.67032 3.50128 -3.99104 0.0 -0.2 -0.4 0.1281
H 3.61959 1.71620 -3.85086 0.5 0.2 -0.3 0.1151
H 1.44645 1.67570 -4.79001 0.7 0.0 0.2 0.0993
H 1.47517 3.38330 -4.81585 -0.4 0.2 0.4 0.1221
H 0.10640 1.76543 -2.87030 1.9 3.0 -1.0 0.0439
H 0.54936 3.44843 -2.46561 -0.4 0.5 -0.6 0.1669
H 3.86235 2.24231 -1.57723 0.3 3.0 -0.9 0.1265
H 3.08050 3.78736 -1.80474 -0.4 0.2 0.2 0.1704
C 3.61295 -1.77114 -2.12058 1.4 -1.0 0.0 -0.1055
C 2.76980 -0.60808 -2.50665 1.6 1.0 0.6 -0.1467
C 3.15166 0.41833 -1.45804 0.0 -4.4 0.4 -0.1562
O 3.75157 -0.30558 -0.38851 1.5 0.8 -1.7 -0.1242
C 3.68945 -1.70150 -0.58086 -0.1 0.2 -2.0 -0.1633
H 4.64878 -1.73380 -2.45786 0.1 0.5 -0.2 0.1386
H 3.20460 -2.68419 -2.55381 2.1 1.0 0.5 0.0685
H 1.71362 -0.87292 -2.45725 1.9 0.2 0.0 0.0496
H 3.00833 -0.21315 -3.49419 0.3 -0.2 0.7 0.1036
H 2.25975 0.93668 -1.10605 2.6 -4.5 0.3 0.0683
H 3.80855 1.18818 -1.86292 0.4 -3.7 0.0 0.1025
H 2.80102 -2.00657 -0.02793 1.1 -0.4 -0.8 0.0822
H 4.55241 -2.22191 -0.16545 -0.1 0.5 -0.4 0.1461
C -0.67278 1.14115 4.84033 -1.2 -0.3 0.2 -0.1151
C 0.53895 2.00869 4.59755 0.4 -0.5 2.1 -0.1190
C 1.11489 1.39859 3.36731 0.4 -0.6 4.9 -0.1841
O 0.75947 -0.00425 3.47326 -0.2 2.3 2.3 -0.1817
C -0.27594 -0.30013 4.47064 0.7 4.1 1.8 -0.1263
H -1.47414 1.48037 4.18392 -0.2 0.1 -0.2 0.1150
H -1.08066 1.17619 5.85053 0.1 0.2 0.1 0.1177
H 1.20546 1.97689 5.45944 0.2 -0.1 0.1 0.1282
H 0.25458 3.01749 4.29828 0.2 -0.9 2.0 0.0836
H 2.19764 1.45934 3.25739 -0.4 -0.3 1.6 0.1198
H 0.77624 2.02926 2.54532 -2.4 -1.6 2.9 0.0622
H 0.16379 -0.68746 5.38972 0.3 -0.6 -0.4 0.1415
H -1.09252 -0.90723 4.07989 0.8 1.2 1.3 0.0839
C -3.00275 1.84328 0.63642 -0.7 3.6 1.8 -0.1896
C -2.26970 2.97982 -0.04275 -1.1 3.0 -1.2 -0.1291
C -2.95921 4.20252 0.52833 -0.3 0.4 0.4 -0.1569
O -4.15456 3.76134 1.14229 -0.4 0.7 0.9 -0.0881
C -4.40960 2.41444 0.78590 0.6 3.8 -0.3 -0.1563
H -2.51961 1.77402 1.61105 -1.1 0.3 0.6 0.1458
H -3.03819 0.90221 0.08758 0.4 4.3 2.0 0.0532
H -2.42741 2.95363 -1.12096 0.2 1.7 1.1 0.1199
H -1.18486 2.88489 0.00443 -3.0 1.7 -0.7 0.0408
H -3.19969 4.95453 -0.22316 0.0 0.1 -0.3 0.1254
H -2.38066 4.71578 1.29641 -0.4 -0.2 0.2 0.1001
H -4.93320 2.42397 -0.17005 0.0 1.3 0.8 0.1415
H -5.00672 1.94716 1.56896 -0.3 2.5 -1.5 0.1071
C -0.39785 -2.85263 3.63438 -0.8 -0.6 -0.7 -0.0832
C -1.29750 -3.99467 3.07021 0.4 0.5 1.3 -0.0577
C -1.47040 -3.74939 1.60153 0.6 -2.1 4.8 -0.1780
O -0.80684 -2.47518 1.33361 -2.1 -1.6 12.1 -0.2889
C -0.66979 -1.73284 2.57616 -0.9 -3.1 1.8 -0.1727
H 0.66595 -3.09017 3.63022 -1.1 0.0 0.2 0.0733
H -0.62733 -2.61165 4.67234 -0.3 -0.1 -0.3 0.1120
H -2.30959 -3.86996 3.45521 0.1 -0.2 0.5 0.1090
H -0.93053 -4.98742 3.33073 0.0 -0.1 -0.1 0.1249
H -2.52455 -3.68033 1.33305 1.0 -1.9 4.4 0.0834
H -0.91004 -4.45461 0.98773 -2.3 0.0 1.7 0.1098
H -1.59082 -1.20849 2.83080 -0.4 -0.9 -1.0 0.1166
H 0.11017 -0.97217 2.61018 -2.7 -1.5 -1.5 0.0301
O -4.27940 -3.44754 2.19289 -0.7 1.4 -0.9 0.0947
C -4.22451 -2.25405 1.90013 -1.5 -2.2 2.8 -0.4368
O -3.14301 -1.77908 1.36327 0.0 0.4 -0.1 -0.0168
C -3.14563 -0.39219 1.27831 -3.0 -1.2 2.5 -0.2161
C -4.57159 0.07208 1.55684 0.1 -4.8 6.7 -0.0946
C -5.14600 -1.14297 2.35828 0.7 -0.2 -1.5 0.0083
H -2.80936 -0.07778 0.29029 -0.8 -3.4 1.6 0.0608
H -2.47779 -0.02974 2.05980 -0.7 -0.3 0.0 0.1343
H -5.05569 0.17500 0.58567 -0.8 -2.8 5.0 -0.0692
H -4.69256 0.98604 2.13836 0.9 -2.5 0.7 0.1044
H -6.15082 -1.40185 2.02448 -0.1 0.1 0.5 0.1266
H -5.03024 -1.14737 3.44210 -0.3 0.2 0.1 0.1293
O -1.74571 -4.15158 -3.55212 0.3 0.0 0.6 0.0960
C -1.79800 -3.48360 -2.53767 -0.8 -0.4 -0.7 -0.4447
O -1.73260 -3.98605 -1.30155 0.2 -0.6 -1.1 0.0766
C -1.80028 -2.94386 -0.29094 -4.5 0.5 -8.2 -0.1974
C -2.48357 -1.79009 -1.07418 0.1 -0.5 -0.7 -0.0355
C -2.05629 -1.99236 -2.53068 -1.1 -5.7 3.9 -0.1346
H -0.82237 -2.65279 0.09256 -2.4 -1.4 -4.0 0.0149
H -2.50904 -3.36113 0.42434 0.5 1.9 -4.9 0.0770
H -2.18078 -0.84296 -0.62767 -0.3 -0.8 -1.0 0.0915
H -3.56225 -1.92864 -1.00115 -0.2 0.2 0.1 0.1531
H -1.14089 -1.46115 -2.79135 -0.9 -2.2 1.5 0.0641
H -2.84112 -1.83100 -3.26965 0.1 -0.9 0.7 0.1275
O -4.96272 0.69574 -0.36817 -0.5 2.5 -12.9 0.0388
C -4.29181 0.86442 -1.40172 -2.3 -2.6 -1.1 -0.3216
O -3.16197 1.52058 -1.36239 -2.5 -1.8 -5.3 -0.1000
C -2.45464 1.48862 -2.55777 0.1 -1.6 -3.0 -0.0732
C -3.10642 0.35794 -3.36671 -3.3 1.3 0.5 -0.1385
C -4.52436 0.28823 -2.78726 0.5 0.2 0.1 0.0105
H -1.42602 1.19519 -2.34813 -1.6 0.1 0.1 0.0899
H -2.39645 2.40903 -3.13878 -0.5 0.6 0.6 0.1658
H -2.53692 -0.54943 -3.16561 -3.4 2.5 0.3 0.0219
H -3.18208 0.50483 -4.44412 0.3 0.3 0.1 0.1328
H -4.90213 -0.73420 -2.79314 -0.2 0.1 0.3 0.1335
H -5.22827 0.91095 -3.33940 -0.2 0.1 0.2 0.1332